1.
Below is C44H65N4O3P2S2SbYb as an isolated structure in a non-equilibrium geometry, with properties calculated with wB97M-V/def2-TZVPD.

```
122
Properties=species:S:1:pos:R:3:lowdin_spin:R:1
Yb -5.665 -3.500 23.730 0.9974
C 1.076 -7.441 25.834 0.0000
S -0.288 -8.007 26.895 0.0000
C -1.181 -9.104 25.780 0.0000
C -2.085 -8.346 24.879 0.0000
C -3.025 -7.410 25.690 0.0000
N -3.767 -6.367 24.961 0.0001
P -5.433 -6.523 24.522 0.0000
C -6.321 -6.964 26.060 0.0000
C -7.477 -7.804 26.024 0.0000
C -8.069 -8.098 27.239 0.0000
C -7.541 -7.592 28.415 0.0000
C -6.504 -6.677 28.434 0.0000
C -5.873 -6.348 27.235 0.0000
C -5.554 -8.069 23.567 0.0000
C -5.384 -9.341 24.188 0.0000
C -5.524 -10.495 23.399 0.0000
C -5.908 -10.423 22.084 0.0000
C -6.142 -9.217 21.488 0.0000
C -5.881 -8.046 22.216 0.0000
P -3.107 -4.939 24.431 0.0012
C -1.701 -5.351 23.391 0.0001
C -0.411 -4.917 23.614 0.0001
C 0.517 -5.074 22.551 0.0000
C 0.198 -5.712 21.391 0.0001
C -1.103 -6.185 21.191 0.0000
C -2.025 -5.987 22.188 0.0000
C -2.359 -4.068 25.841 0.0004
C -2.602 -4.344 27.171 0.0002
C -2.274 -3.409 28.146 0.0000
C -1.544 -2.259 27.849 0.0002
C -1.359 -1.952 26.490 0.0000
C -1.767 -2.850 25.493 0.0002
H 1.856 -7.042 26.433 0.0000
H 0.668 -6.711 25.117 0.0000
H 1.540 -8.227 25.200 0.0000
H -1.729 -9.770 26.423 0.0000
H -0.443 -9.670 25.188 0.0000
H -2.748 -9.021 24.339 0.0000
H -1.554 -7.769 24.124 0.0000
H -2.363 -6.927 26.381 0.0000
H -3.731 -8.030 26.253 0.0000
H -7.780 -8.344 25.144 0.0000
H -8.978 -8.711 27.238 0.0000
H -7.990 -7.913 29.365 0.0000
H -6.119 -6.227 29.357 0.0000
H -4.965 -5.734 27.231 0.0000
H -5.114 -9.384 25.252 0.0000
H -5.318 -11.407 23.879 0.0000
H -6.152 -11.333 21.588 0.0000
H -6.490 -9.090 20.489 0.0000
H -6.078 -7.140 21.738 0.0000
H -0.125 -4.341 24.507 0.0000
H 1.507 -4.632 22.640 0.0000
H 0.973 -5.767 20.641 0.0000
H -1.400 -6.683 20.304 0.0000
H -2.967 -6.442 22.028 0.0000
H -3.066 -5.280 27.507 0.0000
H -2.484 -3.571 29.167 0.0000
H -1.226 -1.611 28.654 0.0000
H -0.882 -1.051 26.153 0.0000
H -1.640 -2.606 24.433 0.0000
O -4.834 -2.090 25.645 -0.0006
H -5.214 -2.126 26.556 0.0000
H -3.864 -2.131 25.807 0.0000
N -5.238 -4.392 21.657 -0.0007
H -6.057 -4.969 21.429 0.0001
H -4.394 -4.946 21.495 0.0000
H -5.163 -3.699 20.903 0.0000
N -0.930 1.398 20.826 0.0000
C -1.206 0.169 20.379 0.0000
O -0.768 -0.400 19.384 0.0000
C -2.221 -0.608 21.217 0.0001
C -2.127 -1.993 21.315 -0.0001
C -3.057 -2.678 22.068 0.0000
N -4.036 -2.083 22.732 -0.0009
C -4.189 -0.764 22.590 0.0001
C -3.327 -0.013 21.819 0.0000
H -0.141 1.866 20.467 0.0000
H -1.293 1.829 21.619 0.0000
H -1.334 -2.485 20.749 0.0000
H -2.976 -3.753 22.076 0.0000
H -5.026 -0.285 23.079 0.0000
H -3.554 1.022 21.663 0.0000
C -8.921 0.023 22.862 0.0000
C -9.367 -1.116 22.002 -0.0001
S -8.899 -2.743 22.600 0.0002
O -7.344 -2.947 22.507 0.0012
C -9.556 -3.665 21.132 0.0001
C -8.600 -3.605 19.937 0.0000
H -9.090 0.928 22.304 0.0000
H -7.837 0.096 23.046 0.0000
H -9.341 0.126 23.889 0.0000
H -9.112 -1.063 20.933 0.0000
H -10.432 -1.219 22.025 0.0000
H -10.550 -3.176 20.910 0.0000
H -9.739 -4.651 21.559 0.0000
H -8.051 -2.664 19.864 0.0000
H -9.094 -3.793 18.992 0.0000
H -7.848 -4.352 19.981 0.0000
C -10.326 -5.179 25.588 0.0000
C -9.417 -4.833 26.672 0.0000
Sb -7.900 -3.335 26.352 0.0003
C -7.180 -3.253 28.403 0.0001
C -8.107 -3.843 29.395 0.0000
C -9.034 -1.525 26.453 0.0001
C -9.948 -1.294 27.671 0.0000
H -11.119 -5.727 26.143 0.0000
H -9.863 -5.805 24.818 0.0000
H -10.727 -4.289 25.103 0.0000
H -8.825 -5.709 26.937 0.0000
H -10.035 -4.521 27.519 0.0000
H -7.091 -2.164 28.565 0.0000
H -6.165 -3.735 28.450 0.0000
H -9.076 -3.363 29.483 0.0000
H -7.635 -3.908 30.367 0.0000
H -8.226 -4.946 29.181 0.0000
H -9.595 -1.518 25.520 0.0000
H -8.240 -0.750 26.326 0.0000
H -10.713 -2.074 27.676 0.0000
H -10.444 -0.324 27.631 0.0000
H -9.406 -1.282 28.594 0.0000
```

The energy relative to the best compared isomer or geometry (same formula, charge and spin) comes out at 21.4 kcal/mol. The calculation puts the total energy at -137080.7886 eV. The value obtained for the LUMO energy (spin up / spin down) is -7.37 / -8.16 eV. As for the HOMO energy (spin up / spin down): -14.00 / -14.00 eV. The charge is +3. The spin multiplicity is 2.

=====

2.
Below is a 11-piece molecular cluster, C44H66O33 overall in a non-equilibrium geometry, with properties calculated with wB97M-V/def2-TZVPD.

```
143
Properties=species:S:1:pos:R:3:lowdin_charge:R:1
C -4.145 -4.588 -3.907 -0.0156
C -3.242 -3.494 -3.423 -0.3197
C -1.850 -3.512 -4.089 -0.0910
O -1.528 -2.132 -4.068 0.0475
C -2.651 -1.408 -4.151 -0.5605
O -2.707 -0.224 -4.140 0.1741
O -3.707 -2.255 -4.004 0.0646
H -5.176 -4.365 -3.631 0.0903
H -3.859 -5.583 -3.565 0.0841
H -4.117 -4.610 -4.998 0.0891
H -3.086 -3.342 -2.357 0.1272
H -2.018 -3.837 -5.122 0.1326
H -1.115 -4.210 -3.699 0.1190
C -0.443 -1.816 -1.176 0.0000
C -0.228 -0.346 -1.203 -0.3013
C -0.956 0.515 -0.208 -0.0618
O -0.020 1.570 0.083 0.0293
C 1.220 1.174 -0.370 -0.5421
O 2.194 1.852 -0.310 0.1436
O 1.150 -0.042 -0.917 0.0838
H -1.521 -1.973 -1.102 0.0856
H 0.015 -2.197 -0.256 0.0872
H -0.022 -2.324 -2.036 0.0762
H -0.333 -0.049 -2.257 0.1557
H -1.160 -0.115 0.656 0.1170
H -1.768 1.054 -0.689 0.1201
C -0.821 4.164 -2.081 0.0010
C -0.055 3.914 -3.390 -0.2542
C 1.502 3.790 -3.144 -0.0805
O 1.841 2.591 -3.794 0.0583
C 0.770 1.947 -4.253 -0.5833
O 0.765 0.925 -4.856 0.1685
O -0.349 2.629 -3.929 0.0832
H -0.221 4.722 -1.353 0.0799
H -0.981 3.263 -1.489 0.0745
H -1.735 4.712 -2.270 0.0705
H -0.279 4.659 -4.152 0.1480
H 1.713 3.632 -2.084 0.1066
H 2.022 4.653 -3.553 0.1310
C -0.286 -9.004 0.185 -0.0208
C -0.835 -7.973 -0.753 -0.2925
C -1.830 -6.992 -0.044 -0.0677
O -1.328 -5.723 -0.477 0.0506
C -0.232 -5.842 -1.236 -0.5699
O 0.322 -4.966 -1.830 0.1538
O 0.244 -7.088 -1.094 0.0912
H 0.555 -8.601 0.750 0.0948
H -0.004 -9.950 -0.279 0.0854
H -1.016 -9.323 0.935 0.0878
H -1.395 -8.377 -1.596 0.1510
H -1.801 -7.111 1.036 0.1274
H -2.827 -7.195 -0.427 0.1277
C 1.870 5.438 4.324 -0.0137
C 1.839 5.663 2.844 -0.3060
C 1.300 4.561 1.906 -0.0872
O 0.178 5.125 1.276 0.0610
C 0.041 6.410 1.611 -0.5500
O -0.830 7.168 1.311 0.1547
O 1.073 6.795 2.413 0.0890
H 1.973 6.367 4.878 0.0927
H 2.565 4.664 4.655 0.0952
H 0.955 4.935 4.666 0.0753
H 2.845 5.781 2.431 0.1470
H 0.921 3.677 2.436 0.1225
H 1.992 4.154 1.166 0.1239
C 4.381 -0.425 -4.049 -0.0112
C 4.653 -1.379 -2.898 -0.3066
C 3.331 -2.070 -2.394 -0.0594
O 3.734 -3.445 -2.247 0.0764
C 4.853 -3.656 -2.921 -0.5816
O 5.387 -4.706 -3.117 0.1548
O 5.419 -2.495 -3.323 0.0922
H 3.864 0.451 -3.658 0.0784
H 3.718 -0.966 -4.725 0.0912
H 5.325 -0.175 -4.530 0.0870
H 4.957 -0.794 -2.027 0.1340
H 2.510 -1.917 -3.096 0.1299
H 3.029 -1.692 -1.422 0.1077
C -1.716 2.313 3.211 -0.0216
C -1.796 2.439 4.701 -0.2944
C -3.143 3.074 5.157 -0.0797
O -3.740 2.095 5.974 0.0715
C -2.997 0.980 6.054 -0.5583
O -3.195 0.097 6.817 0.1745
O -1.893 1.146 5.280 0.0724
H -2.361 1.481 2.910 0.0895
H -0.774 2.011 2.738 0.0743
H -1.970 3.184 2.602 0.0864
H -0.944 2.978 5.116 0.1434
H -3.867 3.343 4.390 0.1321
H -2.842 3.919 5.779 0.1328
C -2.402 -1.917 2.542 -0.0095
C -3.537 -2.623 1.871 -0.2769
C -4.912 -1.959 2.061 -0.1014
O -5.599 -2.187 0.848 0.0739
C -4.678 -2.284 -0.128 -0.5372
O -4.906 -2.226 -1.289 0.1864
O -3.435 -2.364 0.443 0.0416
H -2.171 -0.883 2.326 0.0634
H -1.539 -2.570 2.390 0.0702
H -2.628 -1.976 3.614 0.1015
H -3.617 -3.694 2.065 0.1607
H -4.886 -0.862 2.120 0.1423
H -5.487 -2.258 2.939 0.1390
C 3.062 -3.185 1.548 -0.0025
C 2.375 -3.920 2.676 -0.3148
C 0.925 -4.288 2.370 -0.0805
O 0.950 -5.727 2.422 0.0420
C 2.161 -6.167 2.863 -0.5735
O 2.371 -7.310 3.125 0.1600
O 2.987 -5.149 3.022 0.1188
H 3.364 -3.922 0.800 0.1014
H 3.969 -2.700 1.917 0.0899
H 2.499 -2.379 1.079 0.0762
H 2.303 -3.312 3.580 0.1527
H 0.573 -3.942 1.399 0.1151
H 0.259 -4.015 3.190 0.1253
C -3.943 6.549 -0.942 -0.0081
C -3.636 5.534 0.137 -0.3331
C -4.660 5.120 1.225 -0.0663
O -4.627 3.691 1.191 0.0477
C -3.747 3.260 0.223 -0.5518
O -3.644 2.132 -0.140 0.1618
O -3.202 4.309 -0.354 0.0790
H -3.013 6.865 -1.413 0.0833
H -4.486 7.402 -0.538 0.0910
H -4.566 6.166 -1.756 0.0922
H -2.819 5.991 0.713 0.1207
H -5.654 5.465 0.941 0.1346
H -4.254 5.543 2.139 0.1275
C 7.236 4.197 -0.545 -0.0247
C 6.081 3.353 -0.019 -0.3164
C 5.427 2.488 -1.077 -0.1098
O 5.210 1.269 -0.402 0.0287
C 5.874 1.275 0.809 -0.5365
O 5.763 0.467 1.654 0.1846
O 6.666 2.381 0.866 0.0678
H 7.426 5.036 0.128 0.0810
H 6.991 4.716 -1.476 0.0868
H 8.160 3.640 -0.670 0.0940
H 5.422 3.948 0.617 0.1516
H 6.163 2.284 -1.857 0.1428
H 4.516 3.013 -1.362 0.1297
```

The energy relative to the best compared isomer or geometry (same formula, charge and spin) comes out at 81.2 kcal/mol. The calculation puts the total energy at -114267.0872 eV. The value obtained for the LUMO energy is -0.13 eV. As for the HOMO energy: -10.36 eV. As for the SMILES: C[C@H]1COC(=O)O1.C[C@H]1COC(=O)O1.C[C@H]1COC(=O)O1.C[C@H]1COC(=O)O1.C[C@H]1COC(=O)O1.C[C@H]1COC(=O)O1.C[C@H]1COC(=O)O1.C[C@H]1COC(=O)O1.C[C@H]1COC(=O)O1.C[C@H]1COC(=O)O1.C[C@H]1COC(=O)O1. The spin multiplicity is 1.

=====

3.
Below is a 11-piece molecular cluster, C44H66O33 overall in a non-equilibrium geometry, with properties calculated with wB97M-V/def2-TZVPD.

```
143
Properties=species:S:1:pos:R:3:lowdin_charge:R:1
C -0.688 -6.806 -6.663 0.0058
C -1.282 -6.088 -5.404 -0.2902
C -0.963 -6.692 -4.003 -0.0631
O -0.099 -5.729 -3.446 0.0822
C -0.120 -4.641 -4.150 -0.6285
O 0.320 -3.587 -3.803 0.1454
O -0.694 -4.796 -5.346 0.0801
H 0.394 -6.931 -6.624 0.0879
H -0.863 -6.002 -7.377 0.0859
H -1.284 -7.716 -6.732 0.0898
H -2.337 -5.816 -5.398 0.1404
H -0.332 -7.549 -4.243 0.1297
H -1.882 -7.005 -3.508 0.1252
C -3.425 -1.895 -3.913 0.0193
C -3.104 -3.080 -2.972 -0.3133
C -4.120 -3.221 -1.797 -0.0550
O -4.250 -4.614 -1.706 0.0797
C -3.979 -5.204 -2.837 -0.4716
O -4.401 -6.313 -3.301 0.0798
O -3.309 -4.288 -3.631 0.0447
H -3.527 -0.977 -3.334 0.0576
H -4.335 -2.152 -4.456 0.1006
H -2.647 -1.789 -4.669 0.0912
H -2.061 -3.105 -2.657 0.1208
H -5.138 -2.965 -2.093 0.1421
H -3.938 -2.834 -0.794 0.1426
C 5.900 0.552 -0.054 0.0019
C 5.833 0.522 1.474 -0.3645
C 4.515 0.028 2.110 -0.1227
O 4.923 -0.583 3.327 0.0250
C 6.336 -0.852 3.273 -0.3416
O 7.014 -1.514 4.036 0.1456
O 6.806 -0.334 1.971 0.0235
H 5.942 -0.438 -0.508 0.0885
H 6.629 1.281 -0.408 0.0886
H 4.924 0.835 -0.448 0.0702
H 6.135 1.440 1.979 0.1544
H 4.014 -0.709 1.482 0.0979
H 3.883 0.914 2.174 0.1079
C 3.253 5.347 2.109 -0.0180
C 2.876 4.233 1.212 -0.3544
C 1.391 4.111 0.779 -0.1038
O 1.492 3.610 -0.513 0.0349
C 2.795 3.711 -1.012 -0.4429
O 3.228 3.543 -2.155 0.1085
O 3.564 4.245 -0.015 0.0884
H 3.179 6.252 1.507 0.0965
H 4.248 5.285 2.550 0.0924
H 2.568 5.367 2.957 0.0922
H 3.148 3.365 1.812 0.1142
H 0.946 5.102 0.688 0.1189
H 0.876 3.515 1.532 0.1154
C -0.321 -0.947 -1.755 0.0242
C -0.405 -0.693 -0.159 -0.2727
C 0.914 -0.091 0.565 -0.0366
O 0.236 1.037 1.137 0.0285
C -1.120 1.079 0.940 -0.4784
O -1.885 1.953 1.359 0.1070
O -1.510 0.093 0.099 0.0830
H 0.535 -1.551 -2.058 0.0686
H -0.182 -0.063 -2.378 0.0756
H -1.255 -1.448 -2.009 0.0435
H -0.493 -1.712 0.218 0.1309
H 1.719 0.045 -0.158 0.1326
H 1.196 -0.879 1.264 0.0939
C -2.598 5.640 4.467 0.0091
C -2.601 5.114 2.910 -0.2979
C -3.787 5.701 2.161 -0.1096
O -3.238 5.902 0.912 0.1120
C -1.933 5.918 1.068 -0.5897
O -1.115 6.147 0.187 0.1283
O -1.570 5.706 2.289 0.1170
H -3.111 4.920 5.105 0.0678
H -3.084 6.612 4.554 0.0693
H -1.688 5.762 5.053 0.0681
H -2.441 4.036 2.872 0.1391
H -4.138 6.649 2.569 0.1387
H -4.623 5.001 2.171 0.1387
C -5.868 2.889 -0.448 0.0069
C -5.286 2.111 -1.638 -0.2794
C -4.762 0.803 -1.444 -0.1783
O -5.749 -0.155 -1.567 0.0762
C -6.690 0.397 -2.319 -0.5428
O -7.645 -0.234 -2.722 0.1422
O -6.443 1.730 -2.426 0.0897
H -6.829 3.392 -0.550 0.0963
H -5.122 3.595 -0.083 0.0694
H -5.997 2.160 0.352 0.0877
H -4.639 2.806 -2.174 0.1602
H -4.319 0.466 -0.507 0.1466
H -3.985 0.514 -2.151 0.1178
C 0.435 1.692 6.895 -0.0153
C 0.956 1.231 5.465 -0.2315
C 0.459 2.289 4.439 -0.1393
O 1.615 2.709 3.841 0.0310
C 2.740 2.177 4.429 -0.3955
O 3.841 2.589 3.918 0.0656
O 2.399 1.314 5.437 0.1009
H 0.771 2.691 7.173 0.0885
H 0.577 0.964 7.695 0.0785
H -0.653 1.732 6.960 0.0769
H 0.612 0.220 5.247 0.1448
H -0.128 3.132 4.805 0.1291
H -0.241 1.823 3.746 0.1158
C -0.583 3.062 -3.446 -0.0082
C -0.342 4.523 -3.783 -0.3215
C 0.955 5.021 -4.408 -0.0927
O 0.572 6.045 -5.303 0.0689
C -0.795 6.106 -5.337 -0.5031
O -1.496 6.926 -5.955 0.1048
O -1.290 5.045 -4.701 0.0776
H 0.158 2.684 -2.741 0.0743
H -0.568 2.548 -4.407 0.0897
H -1.610 3.012 -3.084 0.0784
H -0.670 5.024 -2.872 0.1492
H 1.513 4.220 -4.894 0.1380
H 1.621 5.463 -3.667 0.1307
C 3.539 -5.169 -2.623 0.0095
C 2.516 -5.016 -1.487 -0.3415
C 3.027 -5.604 -0.240 -0.1307
O 2.683 -4.674 0.752 0.0506
C 2.661 -3.458 0.073 -0.4953
O 2.819 -2.387 0.594 0.1239
O 2.470 -3.654 -1.227 0.1053
H 3.692 -6.200 -2.940 0.0923
H 4.436 -4.667 -2.261 0.0981
H 3.204 -4.689 -3.543 0.0843
H 1.498 -5.351 -1.688 0.1467
H 4.102 -5.682 -0.080 0.1460
H 2.610 -6.570 0.045 0.1470
C -0.278 -3.910 3.265 -0.0021
C 0.977 -4.328 4.071 -0.2773
C 1.956 -3.107 4.181 -0.0652
O 2.280 -2.987 5.592 0.1020
C 1.602 -3.869 6.254 -0.6218
O 1.592 -3.977 7.455 0.1486
O 0.739 -4.456 5.443 0.0865
H -0.052 -3.940 2.199 0.0691
H -0.541 -2.894 3.560 0.0852
H -1.035 -4.691 3.335 0.0861
H 1.587 -5.159 3.716 0.1532
H 1.610 -2.204 3.678 0.1073
H 2.940 -3.037 3.717 0.1267
```

The energy relative to the best compared isomer or geometry (same formula, charge and spin) comes out at 188.8 kcal/mol. The calculation puts the total energy at -114262.4195 eV. The value obtained for the LUMO energy is -0.42 eV. As for the HOMO energy: -10.44 eV. As for the SMILES: C[C@H]1COC(=O)O1.C[C@H]1COC(=O)O1.C[C@H]1COC(=O)O1.C[C@H]1COC(=O)O1.C[C@H]1COC(=O)O1.C[C@H]1COC(=O)O1.C[C@H]1COC(=O)O1.C[C@H]1COC(=O)O1.C[C@H]1COC(=O)O1.C[C@H]1COC(=O)O1.C[C@H]1COC(=O)O1. The spin multiplicity is 1.

=====

- Which value of energy relative to the best compared isomer or geometry (same formula, charge and spin) does entry 2 give?
  81.2 kcal/mol